1.
The following is a DFT calculation (wB97M-V/def2-TZVPD) of a cluster of 14 separate species, C51H102O24 in total.

Structure (XYZ):
```
177
C51H102O24 wB97M-V/def2-TZVPD
C -1.93480 4.47167 -2.79196
C -1.54414 3.97441 -1.43151
C -1.15256 5.32407 -0.80542
O -0.57706 6.10421 -1.83900
C -0.90142 5.54643 -3.11651
H -2.94152 4.90618 -2.80567
H -2.08895 3.71223 -3.56224
H -0.73730 3.23905 -1.47385
H -2.36088 3.58875 -0.81692
H -0.51201 5.21745 0.07267
H -2.06184 5.82382 -0.44623
H 0.00507 5.14230 -3.57371
H -1.38358 6.30287 -3.73636
C -2.99105 -3.54087 -2.03405
C -1.80903 -3.10376 -2.86044
C -2.39154 -3.15605 -4.26478
O -3.31441 -4.22931 -4.23551
C -3.58236 -4.66118 -2.88847
H -3.66788 -2.67851 -2.01303
H -2.83978 -3.81340 -0.98752
H -0.95058 -3.76631 -2.73477
H -1.46320 -2.10587 -2.59200
H -1.55119 -3.33097 -4.94344
H -2.81783 -2.19337 -4.56550
H -3.00753 -5.57698 -2.71089
H -4.65058 -4.85063 -2.81414
C -7.16134 -0.42593 -3.57139
C -8.12721 -0.59775 -2.41382
C -7.26127 -0.29231 -1.17958
O -5.92750 -0.11979 -1.65195
C -5.78947 -0.69195 -2.96019
H -7.20797 0.56374 -4.02613
H -7.34558 -1.13735 -4.38182
H -8.39296 -1.65486 -2.37668
H -9.02809 -0.00200 -2.53805
H -7.30690 -1.18512 -0.54373
H -7.52683 0.54370 -0.53492
H -5.49417 -1.74016 -2.84433
H -4.97358 -0.17504 -3.46694
C 5.44948 -3.75061 2.59553
C 5.87946 -2.37141 2.08901
C 4.52569 -1.89863 1.58216
O 3.62895 -2.25101 2.62248
C 4.13077 -3.38819 3.30677
H 6.13076 -4.23683 3.29440
H 5.25324 -4.41234 1.75260
H 6.62858 -2.48949 1.30389
H 6.27457 -1.70385 2.85417
H 4.26481 -2.39039 0.63663
H 4.48128 -0.82782 1.37078
H 3.43633 -4.22910 3.20095
H 4.26548 -3.14885 4.36362
C 0.19701 -5.03323 -0.48472
C 0.27707 -3.59353 0.00162
C 0.71440 -3.66501 1.46473
O 0.08441 -4.86073 1.86524
C 0.08413 -5.82278 0.84481
H 1.14902 -5.25588 -0.96995
H -0.63602 -5.22551 -1.15428
H -0.68513 -3.08981 -0.12822
H 0.98919 -3.00718 -0.58187
H 0.40136 -2.82111 2.08081
H 1.80228 -3.68675 1.61086
H -0.84623 -6.39410 0.94314
H 0.83275 -6.61604 0.96912
C 5.64228 1.70464 -0.29653
C 7.04589 1.40026 0.17397
C 7.94125 2.19648 -0.79107
O 7.16318 2.49699 -1.94386
C 5.86193 1.96222 -1.80167
H 5.30961 2.62820 0.18270
H 4.90406 0.92983 -0.10483
H 7.21678 0.31898 0.18199
H 7.22848 1.68447 1.21255
H 8.85237 1.66289 -1.06710
H 8.23498 3.11799 -0.28051
H 5.69738 1.06317 -2.40785
H 5.13437 2.69077 -2.16435
C 2.83677 4.63951 -2.12021
C 3.04162 4.85679 -0.61699
C 2.28883 3.65293 0.00285
O 2.65236 2.62846 -0.90094
C 2.44449 3.14650 -2.19780
H 3.73067 4.80258 -2.72479
H 2.08638 5.31280 -2.53340
H 2.64549 5.82800 -0.31575
H 4.09174 4.78716 -0.33853
H 1.20578 3.77817 0.07113
H 2.71763 3.49646 0.99187
H 1.41390 3.03031 -2.56357
H 3.00765 2.59813 -2.95516
C -0.95883 1.35805 -4.26055
C -1.18532 1.02257 -5.71879
C 0.22095 0.73701 -6.21810
O 0.93265 0.19022 -5.08307
C 0.11054 0.31849 -3.92176
H -1.78223 1.24399 -3.55265
H -0.54756 2.35071 -4.05971
H -1.74638 1.78497 -6.25696
H -1.72643 0.07086 -5.73563
H 0.75286 1.66404 -6.46235
H 0.31346 0.08090 -7.08203
H 0.72748 0.66516 -3.09418
H -0.43919 -0.58789 -3.65659
C 0.19929 -0.19725 5.57796
C -0.17331 -1.25570 6.57340
C 0.51333 -2.50430 6.00480
O 0.99877 -2.16107 4.71496
C 0.32827 -0.97036 4.26979
H 1.20114 0.18943 5.79401
H -0.41272 0.70380 5.50459
H -1.26004 -1.35811 6.59868
H 0.18249 -1.05634 7.58463
H -0.19642 -3.33805 5.94027
H 1.36909 -2.88300 6.57005
H -0.60739 -1.24793 3.76879
H 0.95178 -0.54852 3.48157
C -2.84277 0.05588 -0.60725
O -1.52945 -0.39942 -0.92438
C -0.61613 -0.35185 0.03170
O -0.85070 -0.24603 1.20230
O 0.57085 -0.47747 -0.56346
C 1.72518 -0.03963 0.16886
H -3.26307 0.47124 -1.52264
H -2.84052 0.86260 0.11955
H -3.49390 -0.76703 -0.31976
H 1.92325 -0.69111 1.02239
H 1.51126 0.97732 0.48633
H 2.60566 -0.03053 -0.46516
C -1.33388 2.80290 2.77640
O -0.51797 3.95541 2.81547
C 0.73837 3.77660 3.16728
O 1.24952 2.72476 3.41564
O 1.32741 4.98004 3.15885
C 2.71883 5.01457 3.42999
H -2.34700 3.06872 2.48437
H -1.33144 2.24348 3.70989
H -1.04379 2.07499 2.01065
H 3.17397 4.03940 3.58590
H 2.95752 5.64933 4.28495
H 3.15401 5.53914 2.57582
C 7.58698 -1.94343 -1.85660
O 6.22433 -1.78733 -1.46547
C 5.33271 -1.74877 -2.45419
O 5.55593 -1.89604 -3.62239
O 4.14208 -1.53893 -1.90644
C 2.97246 -1.61927 -2.69392
H 7.88395 -1.17969 -2.57366
H 7.80072 -2.92861 -2.26706
H 8.14154 -1.80815 -0.93086
H 2.19329 -2.13794 -2.12925
H 3.07274 -2.20277 -3.60693
H 2.50419 -0.65627 -2.89011
C -2.61536 -3.06933 2.23650
O -3.71253 -2.50011 2.94314
C -3.77033 -2.74000 4.24983
O -2.88296 -3.10875 4.96697
O -5.03548 -2.51534 4.62453
C -5.35710 -2.78820 5.97704
H -2.65253 -2.58771 1.25792
H -2.67563 -4.13988 2.04673
H -1.63281 -2.81357 2.62134
H -6.39986 -2.60432 6.20776
H -4.74184 -2.24532 6.69550
H -5.12593 -3.83870 6.16454
C -5.64890 0.02693 1.99896
O -5.08144 1.10241 1.25455
C -4.84006 2.22249 1.90923
O -4.94207 2.41778 3.08408
O -4.45575 3.13728 1.01059
C -4.53464 4.50877 1.36104
H -5.55418 -0.82864 1.33562
H -6.70062 0.21448 2.21822
H -5.13449 -0.17299 2.93673
H -3.98978 4.64526 2.29668
H -5.55980 4.86852 1.47656
H -4.11703 5.07525 0.53235
```

The HOMO energy comes out at -8.8 eV. As for the energy above the lowest of the compared OMol25 structures with the same formula, charge and spin: 0.0 kcal/mol. The spin multiplicity is 1.

2.
The following is a DFT calculation (wB97M-V/def2-TZVPD) of a cluster of 13 separate species, C51H103NO26S11 in total.

Structure (XYZ):
```
192
C51H103NO26S11 wB97M-V/def2-TZVPD
C -2.13884 6.89498 -2.96295
C -1.55472 5.76303 -2.13795
O -2.29707 4.91644 -1.66787
N -0.19175 5.69518 -2.08978
C 0.49619 4.75874 -1.25784
H -2.04885 6.82305 -4.04696
H -1.62369 7.82280 -2.69717
H -3.18555 6.97912 -2.68423
H 0.33584 5.94172 -2.91529
H 0.15521 3.73491 -1.45967
H 0.36774 4.92950 -0.18424
H 1.56258 4.73862 -1.47276
C -0.39909 1.19691 -0.78754
C -1.19857 -0.03003 -0.41450
O -0.35953 -1.13292 -0.07619
C 0.13941 -1.29594 1.13939
O -0.06430 -0.54987 2.06473
O 0.77936 -2.44251 1.15076
C 1.47595 -2.87333 2.30347
H -1.07984 1.92607 -1.23684
H 0.25711 0.97999 -1.63426
H 0.08123 1.56277 0.11956
H -1.74077 -0.38979 -1.29102
H -1.95262 0.22673 0.33077
H 0.76250 -3.12000 3.08585
H 2.15655 -2.11605 2.69928
H 2.02907 -3.77217 2.04125
C 2.91104 3.96570 1.42243
C 3.06655 2.92647 0.28731
C 4.33653 3.30102 -0.51962
S 4.61364 5.09282 -0.34260
O 4.24011 5.77259 -1.56289
O 5.90762 5.26389 0.29990
C 3.32615 5.33367 0.89139
H 3.60214 3.74030 2.24035
H 1.91249 3.97838 1.85986
H 2.12570 2.91389 -0.26220
H 3.18315 1.93972 0.73648
H 4.40435 3.00392 -1.56379
H 5.18422 2.84638 -0.00468
H 2.53988 5.76878 0.26995
H 3.64286 6.08458 1.60998
C 3.37234 2.24613 -6.53219
C 4.45246 2.55200 -5.49493
C 4.03774 3.78815 -4.72629
S 2.25502 3.51420 -4.42057
O 1.53379 4.77329 -4.54377
O 2.09461 2.70121 -3.22250
C 2.01580 2.44904 -5.90128
H 3.52557 1.26465 -6.97855
H 3.52746 2.96427 -7.34117
H 5.41673 2.73963 -5.97645
H 4.70253 1.68703 -4.87650
H 4.02892 4.74377 -5.24838
H 4.48278 3.91038 -3.74064
H 1.34991 3.01826 -6.54775
H 1.52764 1.53091 -5.57887
C -7.38154 -2.42857 -2.41186
C -7.92034 -1.12817 -3.03395
C -6.71830 -0.18748 -3.23297
S -5.24359 -0.97208 -2.58076
O -4.41923 -0.05539 -1.84575
O -4.68622 -1.82452 -3.62872
C -6.18012 -2.11420 -1.55816
H -7.10524 -3.02074 -3.29240
H -8.10296 -3.12569 -1.98245
H -8.68338 -0.61892 -2.44264
H -8.44844 -1.38323 -3.95241
H -6.87293 0.66469 -2.57050
H -6.55982 0.15661 -4.25179
H -6.46585 -1.58458 -0.64531
H -5.51328 -2.92879 -1.28017
C -2.74135 2.52058 2.27166
C -1.47077 2.03933 2.95844
C -1.14642 3.07659 4.01888
S -1.50627 4.69966 3.27278
O -0.29402 5.20052 2.63634
O -2.35177 5.50283 4.12074
C -2.52619 3.99575 1.91283
H -3.59033 2.22970 2.89262
H -2.85359 2.03189 1.29972
H -0.58656 1.95148 2.31787
H -1.59544 1.00543 3.28504
H -0.10267 2.97508 4.31171
H -1.82166 2.91849 4.86239
H -1.92259 3.95225 1.00721
H -3.42029 4.58884 1.74652
C 4.34886 -1.10853 -3.50285
C 2.89436 -1.09221 -2.95180
C 2.97104 -1.35397 -1.43758
S 4.65605 -1.21180 -0.85906
O 5.22829 -2.52021 -0.66747
O 4.72888 -0.20918 0.16426
C 5.24172 -0.49334 -2.43319
H 4.41204 -0.58031 -4.45065
H 4.69243 -2.14199 -3.59881
H 2.34218 -1.91468 -3.40059
H 2.46504 -0.12306 -3.19872
H 2.59117 -2.31184 -1.09105
H 2.48050 -0.52870 -0.91936
H 6.32250 -0.59164 -2.49271
H 4.97604 0.56578 -2.34947
C 2.66676 1.52682 5.38964
C 2.43890 0.96812 3.96834
C 3.73767 0.33082 3.51201
S 5.11405 1.28120 4.17380
O 5.54394 2.25542 3.19700
O 6.09810 0.38258 4.74644
C 4.06582 2.18871 5.40531
H 2.68391 0.66400 6.05270
H 1.90657 2.28068 5.57668
H 2.12893 1.73073 3.24570
H 1.61343 0.25771 3.88750
H 3.87189 0.06866 2.46422
H 3.88252 -0.61855 4.04195
H 4.08466 3.26075 5.22441
H 4.52742 2.07029 6.38693
C -3.63683 -1.69951 1.44154
C -4.80729 -0.86150 1.98824
C -5.21225 -1.56044 3.28853
S -5.33237 -3.29579 2.83399
O -6.63002 -3.45404 2.21194
O -4.93688 -4.04743 4.02029
C -4.04230 -3.16159 1.56730
H -2.70488 -1.45447 1.95350
H -3.45574 -1.50775 0.38293
H -5.61091 -0.90008 1.25161
H -4.56334 0.18351 2.17272
H -6.11887 -1.33114 3.84217
H -4.35755 -1.57661 3.96967
H -4.35526 -3.72637 0.69313
H -3.23497 -3.75597 2.00756
C -1.22499 -0.79298 6.31305
C -2.69556 -1.03589 5.85944
C -3.01486 -2.49281 5.79566
S -1.44625 -3.18910 5.10568
O -1.61497 -3.34077 3.66639
O -1.10490 -4.33782 5.91768
C -0.39146 -1.71019 5.41531
H -1.09017 -0.98782 7.37918
H -0.93254 0.25599 6.25610
H -2.85187 -0.52322 4.90652
H -3.32414 -0.49175 6.57050
H -3.83426 -2.82740 5.16259
H -3.12666 -3.01397 6.74631
H -0.18559 -1.26779 4.44287
H 0.43563 -2.26165 5.86725
C -1.41996 3.02370 -4.82447
C -1.44997 1.50299 -4.72310
C -2.75011 1.17156 -4.00668
S -4.00818 2.20342 -4.79927
O -5.02647 2.69528 -3.87223
O -4.44231 1.48462 -5.98648
C -2.82768 3.54186 -5.13664
H -0.69119 3.50181 -5.48942
H -1.00005 3.50999 -3.93360
H -0.57987 1.08774 -4.21344
H -1.38718 1.15177 -5.75681
H -2.76558 1.51292 -2.96647
H -2.94662 0.10692 -3.90027
H -3.13396 4.36342 -4.48761
H -3.00847 3.93887 -6.13600
C -1.70492 -6.52010 -2.13957
C -0.29039 -6.04373 -1.76297
C -0.48307 -4.69339 -1.09626
S -1.75171 -3.87804 -2.12048
O -1.12374 -2.96347 -3.05939
O -2.81411 -3.38601 -1.26015
C -2.34286 -5.41185 -2.99640
H -2.21568 -6.71850 -1.19512
H -1.71529 -7.45294 -2.70203
H 0.36741 -6.07198 -2.63294
H 0.12398 -6.72271 -1.01598
H 0.31020 -3.97313 -0.92387
H -0.99906 -4.91701 -0.16045
H -1.89299 -5.38956 -3.98328
H -3.41710 -5.28634 -2.90806
C 5.52402 -4.87042 2.33921
C 5.55793 -6.03574 3.34304
C 4.21618 -6.71687 3.29580
S 3.80107 -6.72596 1.48879
O 2.48068 -6.12554 1.40371
O 4.06195 -7.97917 0.84489
C 5.07611 -5.49368 1.03010
H 6.41340 -4.24632 2.32035
H 4.74110 -4.20921 2.73209
H 5.74964 -5.61216 4.33607
H 6.46155 -6.64132 3.23226
H 3.43953 -6.09694 3.73790
H 4.17012 -7.72744 3.69261
H 4.61345 -4.82218 0.31122
H 5.91449 -6.05136 0.61329
```

The HOMO energy comes out at -9.5 eV. The spin multiplicity is 1.